26
Properties=species:S:1:pos:R:3:forces:R:3 method="wB97M-V/def2-TZVPD" homo_energy_ev=-9.064 homo_lumo_gap_ev=9.22
O -2.858 1.473 0.743 0.417 -0.537 0.361
O 2.323 0.865 0.263 0.209 -1.499 1.345
O -1.526 0.197 2.298 -0.342 -0.050 0.683
C 1.490 -0.943 1.761 1.117 0.627 0.177
C -1.121 -0.166 -0.188 0.949 0.897 0.951
C -0.018 -1.489 -2.370 -0.252 -0.729 -0.582
C 0.811 -0.991 -1.390 -0.928 -0.169 0.094
C 1.153 0.192 0.815 0.106 0.361 -1.368
C -1.900 -0.707 -1.152 -1.226 -0.320 -1.046
C 1.960 1.976 -0.484 -0.733 0.443 -0.104
C 0.264 -0.308 -0.331 0.062 0.204 1.647
C -1.391 -1.362 -2.238 0.298 -0.435 -1.083
B -1.849 0.542 1.008 -0.720 0.702 0.279
H -2.086 -1.765 -2.978 0.356 0.055 0.118
H 1.828 -1.255 -1.388 1.328 0.163 -0.135
H 0.407 -2.055 -3.198 -0.105 0.161 0.099
H 2.828 2.488 -0.906 -0.007 -0.345 0.156
H -2.959 -0.619 -1.128 -0.824 0.166 0.316
H 2.170 -1.668 1.321 -0.075 -0.107 -0.292
H -2.096 0.506 3.032 0.498 -0.102 -0.820
H 1.288 1.630 -1.268 -0.021 0.459 -0.462
H 0.593 -1.432 2.096 -0.390 -0.148 -0.016
H -3.291 1.815 1.543 0.220 -0.165 -0.447
H 1.400 2.685 0.145 0.055 0.132 -0.101
H 2.006 -0.551 2.641 -0.048 0.045 0.014
H 0.574 0.941 1.352 0.054 0.192 0.216

=====

78
Properties=species:S:1:pos:R:3:forces:R:3 method="wB97M-V/def2-TZVPD" homo_energy_ev="-2.584 / -4.754" total_charge=-1 homo_lumo_gap_ev="5.13 / 7.29" spin_multiplicity=3
Ti 0.015 -0.259 -0.919 0.261 1.485 0.303
Cl 4.424 -2.898 -2.673 -0.184 -0.016 0.029
Si 2.413 2.412 -0.625 -0.212 -0.337 0.240
F 0.821 0.518 -2.741 0.176 0.098 -0.525
F 0.157 1.184 -4.872 0.414 -0.273 0.227
F 2.408 1.131 -4.297 -0.473 -0.249 -0.098
F 1.238 -0.858 -4.571 -0.041 0.568 0.124
N -1.626 -0.640 -2.103 -1.160 -0.269 -0.554
N 0.956 -0.871 0.942 0.312 -0.164 0.436
N 0.711 -2.038 -1.575 0.847 -1.342 -0.827
N -1.621 0.251 0.344 -0.884 0.062 0.713
N 1.451 1.090 -0.055 0.267 -0.183 0.637
C 3.002 3.597 0.702 0.112 0.257 0.326
C -1.229 2.161 3.519 -0.012 0.023 -0.018
C -1.566 1.209 4.469 -0.001 0.006 -0.061
C 0.059 -3.161 -1.902 0.001 -0.178 -0.034
C 1.101 -1.828 1.863 -0.026 0.024 -0.076
C 2.713 -3.051 -2.385 0.345 0.397 0.121
C -1.990 -0.037 4.045 0.000 -0.051 -0.088
C 1.636 0.306 1.034 0.016 0.424 -0.245
C -2.808 0.114 -0.218 0.114 0.106 0.078
C 0.693 -4.256 -2.462 -0.400 -0.014 0.055
C -1.926 3.315 0.079 -0.081 0.066 0.123
C -2.051 -0.353 2.687 -0.020 -0.063 0.102
C 1.396 3.453 -1.772 -0.189 0.284 -0.291
C 3.932 1.749 -1.447 0.395 -0.177 -0.273
C 2.035 -1.994 -1.812 0.040 -0.158 -0.068
C 0.479 -3.165 1.574 0.026 -0.022 0.055
C -3.894 -0.630 -2.445 0.044 0.020 -0.062
C -1.654 0.603 1.740 0.121 -0.012 -0.460
C -0.924 3.019 1.199 -0.025 -0.147 0.008
C 2.048 -4.208 -2.718 0.145 -0.354 -0.157
C 2.493 -0.399 3.163 0.040 0.041 0.102
C 1.857 -1.629 3.003 0.007 -0.049 0.073
C -1.881 -1.062 -3.363 -0.104 0.079 0.158
C -3.261 -1.080 -3.609 0.033 0.041 0.027
C -2.567 -1.722 2.299 -0.013 0.085 0.064
C -1.273 1.887 2.152 0.010 0.260 0.062
C -4.079 -1.860 2.490 -0.034 0.026 0.007
C -2.859 -0.356 -1.537 0.068 -0.170 -0.115
C 2.404 0.570 2.195 0.009 0.044 -0.060
B 1.161 0.499 -4.198 0.078 -0.093 0.084
H 2.555 -1.081 -1.555 0.031 0.069 0.053
H -4.955 -0.499 -2.272 0.128 -0.016 -0.025
H 0.672 2.860 -2.333 0.037 0.055 0.018
H 0.052 2.818 0.757 -0.046 -0.019 0.006
H -1.507 1.442 5.527 -0.005 -0.011 -0.057
H -0.817 3.916 1.811 0.038 0.029 0.026
H 0.162 -3.663 2.493 0.032 0.022 -0.032
H 3.512 4.427 0.192 -0.092 -0.068 0.106
H 3.674 1.263 -2.394 0.069 0.046 0.131
H 2.165 4.018 1.276 0.143 -0.056 -0.059
H -4.360 -1.665 3.529 0.007 -0.003 -0.055
H 0.860 4.224 -1.204 0.027 -0.081 -0.122
H -4.417 -2.866 2.229 0.028 0.052 0.013
H 2.580 -5.039 -3.165 -0.057 0.064 0.033
H 2.895 1.525 2.305 -0.025 -0.063 0.022
H 1.946 -2.417 3.741 0.003 0.046 -0.024
H -1.003 -3.154 -1.713 -0.091 -0.012 -0.018
H 2.042 3.955 -2.506 -0.118 -0.058 0.150
H 3.718 3.160 1.407 -0.058 0.096 -0.120
H -1.074 -1.313 -4.038 -0.047 0.013 0.035
H -2.274 -0.795 4.773 0.023 0.064 -0.072
H 1.210 -3.809 1.076 -0.031 0.025 0.001
H -0.373 -3.060 0.910 -0.097 0.035 -0.050
H -1.843 2.616 -0.748 0.023 -0.085 -0.060
H 4.652 2.550 -1.660 -0.068 -0.132 0.009
H -2.312 -1.942 1.266 0.057 -0.005 -0.088
H -3.709 0.377 0.329 -0.069 -0.033 0.020
H 3.072 -0.205 4.060 0.000 -0.002 -0.021
H -4.622 -1.150 1.861 0.035 -0.033 0.030
H 4.421 1.015 -0.792 -0.006 0.082 -0.078
H -3.734 -1.369 -4.538 0.027 0.013 0.058
H 0.112 -5.135 -2.709 0.018 0.027 0.017
H -2.068 -2.467 2.921 0.042 -0.039 0.011
H -1.749 4.318 -0.320 -0.002 -0.055 0.017
H -0.922 3.153 3.837 -0.023 -0.062 -0.009
H -2.956 3.275 0.446 0.048 0.024 -0.006

=====

18
Properties=species:S:1:pos:R:3:forces:R:3 method="wB97M-V/def2-TZVPD" homo_energy_ev=-8.832 homo_lumo_gap_ev=4.64
O -0.758 -1.138 1.036 -1.272 -0.824 0.334
O -2.790 -0.121 0.808 1.247 -0.515 -0.141
N 1.850 -0.771 0.692 -1.331 1.794 -1.727
N -1.245 0.481 -0.842 4.282 -0.916 0.049
C 1.279 0.349 -0.034 1.481 -0.617 -0.141
C 0.102 -0.126 -1.011 -0.173 -0.879 -3.738
C -1.810 -0.543 0.106 -2.674 -0.184 0.279
C 0.640 1.341 0.862 -0.894 -1.437 2.277
H 1.368 1.571 1.656 -0.152 1.168 -0.655
H -0.109 0.693 1.488 0.905 2.129 -1.325
H 0.507 -0.161 -2.073 -0.800 0.914 0.826
H -1.592 0.550 -1.805 -0.581 -0.076 0.694
H 1.974 0.874 -0.815 -0.600 -1.310 1.161
H 0.024 -1.201 -0.864 0.070 0.012 0.419
H 0.230 -1.043 1.203 -0.196 0.310 -0.467
H 0.131 2.049 0.178 0.430 0.298 1.366
H 2.269 -1.416 -0.003 -0.087 0.284 0.351
H -2.070 -1.388 -0.583 0.346 -0.153 0.437

=====

8
Properties=species:S:1:pos:R:3:forces:R:3 method="wB97M-V/def2-TZVPD" homo_energy_ev="-20.306 / -19.704" total_charge=+2 homo_lumo_gap_ev="10.69 / 6.64" spin_multiplicity=2
Cu -0.822 0.913 -1.696 -1.412 1.385 -2.241
F 1.006 0.556 -1.358 1.294 -1.178 1.864
O -1.175 -0.122 -0.194 -0.661 -5.809 2.477
C -0.025 -0.471 0.516 1.495 2.202 -1.305
C 1.102 -0.035 -0.032 0.490 0.994 0.116
Li -0.801 0.176 2.478 -0.073 0.039 0.744
H 2.070 0.184 0.406 0.094 -0.595 -0.319
H -1.355 -1.201 -0.120 -1.227 2.963 -1.336

=====

8
Properties=species:S:1:pos:R:3:forces:R:3 method="wB97M-V/def2-TZVPD" homo_energy_ev=-10.233 homo_lumo_gap_ev=9.27
F -1.229 0.559 1.238 -0.348 0.219 -0.378
F -1.681 1.358 -0.755 -0.988 -1.393 0.671
O 1.057 -0.325 -0.858 -1.296 0.435 -1.232
N -2.739 -0.704 0.100 -1.722 -1.289 -1.059
N -2.127 0.206 0.149 3.110 2.475 0.756
C 1.999 -0.341 -0.128 -0.622 0.058 -1.123
H 2.824 0.319 -0.378 0.775 0.070 0.680
H 1.896 -1.073 0.632 1.091 -0.574 1.684

=====

What are the max |F| values for these records? In order: 0.039, 0.035, 0.085, 0.123, 0.079 hartree/bohr.
What are the relative energy (zero: lowest compared OMol25 entry of this formula, charge and spin) values for these records? In order: 0.0, 15.8, 241.7, 38.5, 102.0 kcal per mole.